C34H45FGe2IrN2 as an isolated structure. Source: the Open Molecules 2025 dataset; level of theory: ωB97M-V/def2-TZVPD.

```
! wB97M-V def2-TZVPD RIJCOSX def2/J DEFGRID3
* xyz 0 2
Ir 0.69 -0.56 0.12
Ge -0.77 -1.20 -3.18
Ge 0.63 1.57 2.79
F 6.47 1.76 3.20
N -2.68 -1.08 0.15
N -1.49 -0.78 0.89
C -3.79 1.06 0.89
C 3.69 -0.03 0.73
C -2.23 0.07 -3.49
C 2.78 2.99 4.21
C 4.37 -0.76 1.69
C -2.57 4.05 4.11
C 1.10 -0.88 6.19
C 0.91 0.01 3.94
C -2.16 1.36 3.63
C 2.80 5.16 2.49
C 0.51 1.15 0.90
C -1.50 -2.99 -2.81
C 0.23 -1.37 -4.86
C 5.30 -0.18 2.54
C 3.98 1.33 0.62
C -3.60 3.14 4.34
C 3.67 5.13 3.57
C 1.90 3.00 3.14
C 5.56 1.17 2.38
C 1.02 -1.28 3.45
C -3.39 1.79 4.11
C 0.60 -0.57 -1.92
C -5.01 -0.79 -0.31
C 1.22 -2.17 5.67
C -4.23 -1.13 2.03
C -1.12 2.25 3.39
C 0.94 0.19 5.33
C -3.91 -0.46 0.69
C 3.66 4.04 4.43
C 1.17 -2.37 4.30
C 1.93 4.10 2.28
C 4.92 1.94 1.43
C 2.73 -0.67 -0.23
C -1.34 3.60 3.64
H -3.11 1.32 1.70
H -4.18 1.07 4.30
H -0.45 -1.64 -5.67
H 2.90 -1.75 -0.26
H -1.43 -1.45 1.65
H 1.13 -0.72 7.25
H 1.26 4.14 1.42
H 1.00 -1.47 2.38
H 3.46 1.93 -0.12
H -4.55 3.48 4.72
H 2.81 6.00 1.81
H 0.99 -2.15 -4.77
H 0.81 1.19 5.74
H 1.46 -1.20 -2.19
H -5.97 -0.43 0.05
H -1.87 1.10 -3.41
H 1.24 -3.37 3.90
H -2.73 5.10 4.30
H -4.82 -0.32 -1.28
H -3.05 -0.06 -2.80
H -3.46 -0.92 2.78
H -2.62 -0.08 -4.50
H 2.81 2.14 4.88
H 0.88 0.43 -2.27
H -4.31 -2.21 1.91
H -2.42 -2.99 -2.23
H 4.17 -1.83 1.79
H 0.22 2.01 0.28
H 2.92 -0.26 -1.22
H -1.57 0.14 1.32
H -3.44 1.55 -0.02
H -2.00 0.29 3.49
H -1.71 -3.48 -3.76
H -2.50 -0.77 -0.79
H -5.07 -1.87 -0.46
H 4.35 4.01 5.27
H -0.77 -3.61 -2.28
H 4.36 5.95 3.74
H 5.14 2.99 1.36
H -5.17 -0.74 2.42
H -4.77 1.47 1.14
H 1.35 -3.01 6.34
H 5.83 -0.75 3.29
H -0.55 4.32 3.48
H 0.72 -0.44 -5.12
*
```

Results
⟨S²⟩ = 0.758
gap between HOMO and LUMO (alpha / beta) = 6.760 / 8.010 eV
HOMO energy (alpha / beta) = -0.2431 / -0.2916 Eh
ΔE to the lowest compared entry with this formula, charge and spin = 42.4 kJ/mol

=====

C34H46As4N2PdS2 as an isolated structure in a non-equilibrium geometry. Source: the Open Molecules 2025 dataset; level of theory: ωB97M-V/def2-TZVPD.

```
! wB97M-V def2-TZVPD RIJCOSX def2/J DEFGRID3
* xyz 0 3
Pd 0.06 0.47 -0.06
As 0.08 -0.61 2.49
As 5.19 -1.00 4.09
As 2.43 -0.19 -0.31
As -1.96 1.78 0.53
S 0.38 2.27 -1.92
S -1.52 -1.24 -0.78
N 0.85 -0.10 -3.06
N -0.11 1.59 -4.41
C -3.42 0.55 0.19
C -3.76 5.77 -1.25
C -3.77 5.59 0.13
C 0.87 -0.90 -4.12
C -0.09 0.78 -5.46
C 5.03 0.96 4.16
C 3.70 -2.90 1.76
C -2.05 2.11 2.46
C -4.74 0.92 0.43
C 1.41 -2.04 2.17
C -3.13 -0.71 -0.35
C -0.87 3.04 4.35
C 0.13 -0.38 4.46
C 3.46 1.39 -0.79
C -0.94 2.77 3.00
C 0.44 -0.51 -5.37
C -1.90 2.63 5.19
C -2.74 3.43 -0.15
C -3.26 4.42 0.68
C 3.28 -1.44 3.74
C -1.45 -1.84 2.57
C -3.06 1.69 3.31
C 0.37 1.15 -3.24
C 2.91 -1.70 2.28
C -3.26 4.78 -2.08
C 3.44 -1.45 -1.42
C -2.76 3.61 -1.53
C 5.02 -1.27 6.03
C -5.78 0.05 0.17
C 3.26 -0.44 1.47
C -4.19 -1.59 -0.59
C -5.49 -1.21 -0.34
C -0.73 1.27 -6.73
C -2.99 1.96 4.67
H -3.27 4.28 1.75
H -4.13 6.70 -1.67
H 3.42 -3.14 0.73
H 4.77 -2.69 1.79
H 5.86 1.36 4.75
H -0.64 2.35 -6.80
H -1.79 1.01 -6.70
H 5.09 1.40 3.17
H 4.45 -1.54 -1.01
H 2.97 -2.43 -1.45
H -0.14 3.08 2.33
H -3.93 1.18 2.90
H 3.49 -1.05 -2.43
H -1.35 -2.50 3.43
H -4.17 6.36 0.77
H -6.80 0.36 0.34
H 2.68 -0.62 4.14
H 1.25 -1.90 -3.94
H -4.94 1.92 0.80
H -2.37 -1.26 2.67
H -3.25 4.92 -3.15
H 3.51 -3.78 2.38
H 1.18 -2.88 2.83
H 4.14 -0.74 6.41
H 4.91 -2.33 6.26
H 4.10 1.26 4.63
H -6.30 -1.90 -0.55
H 0.43 -1.31 4.94
H 5.90 -0.89 6.55
H -0.03 3.58 4.77
H -3.97 -2.57 -1.00
H 0.49 -1.16 -6.23
H 4.35 -0.36 1.38
H -1.51 -2.42 1.66
H 4.53 1.18 -0.76
H 0.79 0.43 4.77
H 3.19 1.70 -1.79
H 1.19 -2.35 1.14
H -1.85 2.84 6.25
H 2.90 0.44 2.03
H -0.28 0.79 -7.60
H 3.05 -2.34 4.33
H -3.79 1.63 5.32
H 3.23 2.21 -0.11
H -2.36 2.83 -2.17
H -0.88 -0.13 4.77
*
```

Results
⟨S²⟩ = 2.012
gap between HOMO and LUMO (alpha / beta) = 7.022 / 5.778 eV
HOMO energy (alpha / beta) = -0.2377 / -0.2651 Eh
ΔE to the lowest compared entry with this formula, charge and spin = 44.9 kJ/mol

=====

C34H46BN8O2PbS2 as an isolated structure. Source: the Open Molecules 2025 dataset; level of theory: ωB97M-V/def2-TZVPD.

```
! wB97M-V def2-TZVPD RIJCOSX def2/J DEFGRID3
* xyz 1 1
Pb 0.28 -0.56 0.23
S -3.17 -2.70 -0.63
S -3.31 -2.32 -3.55
O 0.92 3.20 -2.79
O 0.26 0.80 -1.99
N 0.69 -1.26 3.33
N 1.52 -1.01 2.28
N -1.70 -0.66 2.71
N -1.67 -0.95 -1.92
N -1.39 -0.39 -3.06
N -0.04 -2.95 1.01
N -1.51 0.05 1.57
N -0.76 -2.97 2.16
C -0.75 -5.04 1.36
C -0.93 3.76 -5.83
C 2.15 4.10 2.60
C -1.68 2.59 -5.96
C 3.56 3.93 0.52
C -0.04 -4.19 0.51
C -2.79 3.44 0.99
C -3.48 1.67 -0.65
C -3.21 0.95 2.68
C 0.77 -4.58 -0.70
C -0.66 1.74 -3.94
C 1.07 1.48 0.57
C 0.08 2.94 -3.80
C -1.54 1.59 -5.03
C -0.06 3.94 -4.77
C -4.06 -3.97 -1.54
C 2.26 -4.51 -0.37
C 2.67 -0.78 4.17
C 1.38 -1.12 4.47
C 2.13 3.90 1.08
C 4.95 -1.67 2.26
C -2.42 1.03 1.53
C -0.55 0.72 -2.93
C -2.46 2.06 0.43
C -1.19 -4.23 2.39
C 3.71 -0.48 0.43
C 0.45 -3.73 -1.94
C -2.59 -1.91 -2.03
C -2.73 -0.14 3.38
C 2.72 -0.74 2.77
C -4.60 -3.35 -2.82
C 1.55 2.57 0.79
C 3.96 -0.54 1.94
C 1.28 4.98 0.40
B -0.75 -1.80 3.18
H 4.66 -0.49 -0.10
H -2.10 0.68 -5.11
H 0.51 4.85 -4.65
H -3.81 3.46 1.38
H 4.42 0.40 2.25
H 0.54 -2.66 -1.72
H -4.02 1.60 2.97
H -3.38 -4.80 -1.75
H -4.86 -4.33 -0.90
H 2.56 -3.48 -0.18
H -0.92 -6.09 1.24
H -5.48 -2.73 -2.62
H 4.51 -2.64 2.01
H -2.11 3.72 1.79
H 1.23 4.81 -0.68
H 1.14 4.15 3.00
H 5.22 -1.68 3.32
H 3.15 -1.36 0.10
H 1.71 5.96 0.58
H 5.87 -1.55 1.68
H -2.35 2.46 -6.80
H 2.86 -4.90 -1.19
H -1.46 2.10 -0.01
H 3.48 -0.61 4.86
H -1.14 -2.19 4.24
H 2.49 -5.09 0.53
H -4.49 1.67 -0.23
H -3.03 -0.55 4.33
H 4.02 4.90 0.74
H -1.75 -4.46 3.28
H -2.72 4.19 0.20
H -4.86 -4.12 -3.55
H 2.68 3.28 3.09
H 3.56 3.78 -0.56
H 3.17 0.42 0.14
H 0.26 4.97 0.80
H 1.16 -3.95 -2.74
H 0.94 2.43 -2.19
H 2.66 5.04 2.84
H -1.02 4.55 -6.57
H 0.51 -5.62 -0.92
H 0.90 -1.30 5.43
H 4.17 3.15 0.97
H -3.28 0.68 -1.04
H -0.56 -3.92 -2.31
H -3.45 2.38 -1.47
*
```

Results
gap between HOMO and LUMO (alpha / beta) = 6.194 / 5.637 eV
HOMO energy (alpha / beta) = -0.4037 / -0.3997 Eh

=====

| no. | DFT total energy (hartree) |
| --- | --- |
| 1 | -5789.966481 |
| 2 | -11300.018578 |
| 3 | -2925.566250 |